No. 1
Entry from OMol25: an isolated ion of composition C5H10NO2 and charge -1 at a distorted geometry (ωB97M-V/def2-TZVPD).

Results
HOMO-LUMO gap in eV: 7.046
HOMO energy in eV: -3.34
Molar mass in g mol⁻¹: 116.14
SMILES: CCCNCC(=O)[O-]
Energy in eV: -10932.497
Energy relative to the best compared isomer or geometry (same formula, charge and spin) in eV: 1.767
Total charge: -1

Element x y z (Å)
C: -0.613 1.326 1.996
C: -0.005 0.727 3.342
C: 0.328 0.900 0.860
N: 0.209 -0.601 0.573
C: 0.730 -1.054 -0.725
C: -0.063 -0.623 -2.080
O: 0.400 0.511 -2.366
O: -1.047 -1.272 -2.436
H: -0.802 2.401 1.961
H: -1.528 0.751 1.840
H: -0.734 0.216 3.945
H: 0.889 0.201 3.057
H: 0.225 1.602 3.940
H: 1.368 0.943 1.176
H: 0.062 1.263 -0.148
H: -0.772 -0.856 0.565
H: 0.755 -2.156 -0.526
H: 1.825 -0.869 -0.713

Mulliken charges in e: C -0.299; C -0.993; C -0.835; N -0.385; C -0.822; C 0.579; O -0.682; O -0.700; H 0.400; H 0.182; H 0.281; H 0.323; H 0.258; H 0.288; H 0.478; H 0.247; H 0.353; H 0.328

---

No. 2
Entry from OMol25: C34H45Cl2N5O2S3SeTa as an isolated structure at a distorted geometry (ωB97M-V/def2-TZVPD).

Results
HOMO-LUMO gap in eV: 6.792
HOMO energy in eV: -16.01
Molar mass in g mol⁻¹: 982.78
Energy in eV: -171961.179
Total charge: +3

Element x y z (Å)
Ta: 1.328 -0.798 -1.062
C: 0.167 -4.308 -0.319
C: 0.664 -4.482 -1.747
S: 0.661 -2.848 -2.553
C: 2.091 -3.002 -3.633
C: 3.400 -3.256 -2.874
S: 3.718 -2.039 -1.584
C: 3.997 -3.100 -0.044
C: 2.817 -3.907 0.527
S: 1.203 -3.075 0.585
H: 0.194 -5.237 0.221
H: -0.864 -3.934 -0.251
H: -0.051 -5.116 -2.272
H: 1.641 -4.941 -1.786
H: 2.141 -2.064 -4.147
H: 1.846 -3.819 -4.324
H: 4.253 -3.165 -3.590
H: 3.489 -4.254 -2.461
H: 4.450 -2.390 0.627
H: 4.777 -3.817 -0.316
H: 3.066 -4.151 1.560
H: 2.709 -4.838 0.013
C: -2.862 5.664 -0.902
C: -2.562 4.758 0.305
C: -1.188 4.073 0.261
C: -0.989 3.019 -0.819
N: -1.870 1.827 -0.663
C: -1.557 0.803 0.127
Se: 0.109 0.393 0.839
N: -2.610 0.008 0.268
C: -2.794 -1.118 1.235
C: -3.641 -0.734 2.444
C: -3.128 0.426 3.273
C: -1.969 0.090 4.177
C: -3.659 0.477 -0.521
C: -4.944 -0.008 -0.738
C: -5.744 0.793 -1.510
C: -5.262 1.940 -2.152
C: -3.944 2.382 -1.993
C: -3.174 1.640 -1.114
H: -3.774 6.223 -0.782
H: -2.929 5.183 -1.871
H: -2.068 6.381 -0.994
H: -3.330 4.037 0.427
H: -2.661 5.379 1.185
H: -0.961 3.657 1.226
H: -0.443 4.862 0.049
H: 0.069 2.671 -0.815
H: -1.190 3.384 -1.812
H: -1.817 -1.513 1.558
H: -3.276 -1.883 0.637
H: -3.703 -1.635 3.067
H: -4.631 -0.503 2.119
H: -3.956 0.781 3.885
H: -2.862 1.237 2.629
H: -2.301 -0.729 4.860
H: -1.711 0.960 4.770
H: -1.104 -0.280 3.634
H: -5.317 -0.908 -0.315
H: -6.760 0.434 -1.730
H: -5.841 2.530 -2.842
H: -3.569 3.303 -2.489
O: 1.411 -2.835 5.111
C: 2.273 -1.858 5.733
N: 2.702 -0.962 4.738
C: 3.811 -1.202 3.995
O: 4.661 -2.031 4.227
C: 3.893 -0.372 2.712
C: 4.993 0.426 2.402
C: 5.146 0.904 1.115
C: 4.209 0.525 0.172
N: 3.052 -0.146 0.474
C: 2.929 -0.563 1.767
H: 1.026 -3.386 5.803
H: 3.134 -2.372 6.139
H: 1.716 -1.284 6.479
H: 2.161 -0.134 4.511
H: 5.713 0.630 3.176
H: 5.963 1.520 0.768
H: 4.379 0.782 -0.879
H: 2.024 -1.087 2.012
Cl: 2.489 1.295 -2.170
C: 1.231 1.741 -3.325
C: 1.378 2.748 -4.259
C: 0.330 2.930 -5.180
C: -0.780 2.110 -5.107
C: -0.908 1.103 -4.161
Cl: -2.223 -0.018 -4.215
C: 0.117 0.889 -3.257
N: 0.227 -0.128 -2.308
H: 2.265 3.345 -4.206
H: 0.468 3.716 -5.900
H: -1.565 2.252 -5.848

Mulliken charges in e: Ta 0.024; C -0.978; C -0.684; S 0.074; C -0.747; C -0.905; S 0.205; C -0.671; C -1.211; S 0.210; H 0.557; H 0.320; H 0.582; H 0.412; H 0.376; H 0.529; H 0.542; H 0.518; H 0.260; H 0.662; H 0.676; H 0.647; C -1.365; C -0.312; C -0.689; C -0.990; N 1.805; C -1.221; Se 0.086; N 0.893; C -0.901; C -0.839; C -0.034; C -1.092; C 0.636; C -1.037; C -0.953; C -0.952; C -0.287; C 0.514; H 0.413; H 0.232; H 0.392; H 0.183; H 0.476; H 0.256; H 0.527; H -0.083; H 0.680; H 0.121; H 0.528; H 0.526; H 0.411; H 0.436; H -0.067; H 0.350; H 0.425; H 0.044; H 0.585; H 0.432; H 0.515; H 0.298; O -0.484; C -0.532; N -0.101; C 0.152; O -0.586; C -0.524; C -0.440; C -1.315; C -0.162; N 0.809; C -0.852; H 0.282; H 0.356; H 0.396; H 0.268; H 0.600; H 0.507; H 0.606; H 1.090; Cl -0.098; C 0.645; C -0.717; C -0.706; C -0.457; C 1.002; Cl -0.140; C -0.777; N 0.267; H 0.561; H 0.492; H 0.520